Entry 1:
A structure of composition C18H38BCl5F8ILiMgN5O13PS2 in a non-equilibrium geometry, computed with ωB97M-V/def2-TZVPD.

```
94
Properties=species:S:1:pos:R:3:lowdin_charge:R:1
I -0.540 1.321 1.920 0.85
Cl -3.202 -2.045 -3.017 -0.36
Cl -8.320 -1.299 -3.334 0.52
Cl -8.364 0.845 -5.267 0.50
Cl -7.497 -1.792 -6.054 0.54
Cl -5.844 -0.214 -4.309 0.52
S 8.370 -3.957 3.490 0.59
S 9.357 -4.774 5.921 0.60
P -4.798 -1.628 0.621 0.96
Mg 8.672 -2.181 5.962 0.92
F 11.049 -4.558 7.906 0.19
F -6.252 0.807 0.389 0.04
F 10.837 -2.827 6.550 0.01
F -4.864 2.899 -3.363 0.07
F 9.682 -1.810 2.751 0.12
F 8.470 -2.742 1.210 0.18
F 12.012 -4.605 5.999 0.20
F 10.348 -3.637 1.801 0.16
O -4.819 2.853 1.990 0.16
O 8.041 -5.180 2.845 -0.23
O 7.297 -3.098 3.933 -0.32
O -5.473 5.083 1.309 0.17
O -2.222 5.282 -3.526 0.01
O -0.981 8.312 -3.753 -0.24
O 3.985 -3.334 0.769 -0.07
O 8.419 -4.021 6.782 -0.38
O -6.082 7.268 -5.352 0.28
O 9.283 -6.187 5.934 -0.20
O -4.022 5.954 -2.565 -0.05
O -3.818 6.102 -4.718 -0.09
O 3.178 -0.551 -0.189 -0.30
N -2.536 1.098 -1.457 -0.02
N -3.781 2.220 -2.950 0.22
N 9.573 -4.028 4.561 -0.33
N -3.334 5.772 -3.586 -0.59
N -4.575 2.000 -0.698 0.02
C -7.500 -0.618 -4.744 -2.05
C -4.467 -0.864 2.260 -0.27
C -3.670 1.835 -1.715 -0.27
C -5.229 3.302 -0.492 0.00
C -4.419 -0.409 -0.697 -0.43
C 5.221 -5.401 0.625 -0.05
C -1.462 1.974 -0.888 -0.19
C 4.013 -4.683 1.205 -0.49
C 9.280 -2.973 2.224 -0.69
C 1.064 1.485 -0.618 -0.15
C -5.399 0.781 -0.676 -0.30
C 10.943 -4.214 6.643 -0.66
C 3.210 -0.595 1.148 -0.42
C 2.716 -5.387 0.823 -0.07
C -0.370 1.113 -0.235 -0.68
C -0.275 7.780 -4.749 -0.41
C -3.460 -2.882 0.343 -0.36
C -2.991 0.082 -0.477 -0.24
B -5.171 3.768 1.023 -0.61
Li -1.614 -3.887 1.399 0.84
H 2.593 -5.391 -0.263 0.08
H 0.830 7.744 -4.616 0.05
H 5.183 -5.418 -0.468 0.09
H -3.295 -3.378 1.305 -0.03
H -1.002 2.533 -1.700 0.12
H -2.499 -2.458 0.024 0.00
H -5.449 -0.628 2.664 0.03
H -4.484 -0.979 -1.638 -0.05
H -3.072 2.025 -3.652 0.21
H -0.401 8.293 -5.742 0.06
H 3.762 -1.464 1.576 0.05
H -2.309 -0.754 -0.508 0.06
H 1.106 1.946 -1.605 0.08
H -6.274 3.277 -0.828 0.13
H -2.900 0.537 0.511 0.05
H -1.879 2.700 -0.185 0.09
H 6.131 -4.877 0.913 0.06
H -6.187 6.740 -6.162 0.17
H 3.905 -3.317 -0.192 0.10
H -6.871 7.223 -4.788 0.17
H 1.861 -4.856 1.250 0.06
H -3.806 -3.632 -0.362 0.03
H 3.685 0.274 1.671 0.06
H -6.001 0.742 -1.589 0.13
H -4.102 3.181 2.544 0.11
H 4.104 -4.643 2.293 0.14
H -4.016 -1.584 2.944 0.03
H -4.761 4.089 -1.083 0.11
H -4.700 5.582 1.597 0.12
H 1.641 0.549 -0.651 0.04
H 2.216 -0.685 1.674 0.03
H 2.701 -6.420 1.178 0.08
H -0.552 6.725 -5.009 0.06
H -5.251 6.941 -4.845 0.12
H -3.906 0.069 2.233 0.01
H -0.499 0.071 -0.498 0.08
H 1.548 2.121 0.117 0.05
H 5.283 -6.431 0.982 0.08
```

## Properties
DFT total energy in eV: -183070.0228

Entry 2:
A structure of composition C2LiMgO4 in a non-equilibrium geometry, computed with ωB97M-V/def2-TZVPD.

```
8
Properties=species:S:1:pos:R:3:lowdin_spin:R:1
Mg 2.542 -0.156 0.247 0.70
O -1.225 -1.105 -0.707 0.00
O 1.167 1.327 -0.069 0.12
O -1.053 1.381 0.273 0.01
O 0.801 -1.257 0.129 0.12
C -0.019 0.922 -0.242 0.02
C -0.088 -0.632 -0.530 0.02
Li -2.125 -0.479 0.899 0.02
```

## Properties
DFT total energy in eV: -15915.5044
ΔE to the lowest compared entry with this formula, charge and spin in kJ/mol: 0.00
Multiplicity: 2

Entry 3:
A structure of composition C33H33BCaFN10O3 in a non-equilibrium geometry, computed with ωB97M-V/def2-TZVPD.

```
82
Properties=species:S:1:pos:R:3:lowdin_charge:R:1
Ca 0.273 0.858 2.977 1.29
F 2.219 0.271 -3.768 0.06
O -3.063 2.195 2.111 0.05
O 0.361 0.674 0.798 -0.10
O -1.723 0.529 2.833 -0.20
N -2.875 0.394 -1.691 0.00
N 0.489 -1.515 2.821 0.16
N 3.072 1.777 3.869 -0.04
N 0.504 0.201 -8.343 0.06
N 0.435 3.046 2.992 -0.08
N 0.489 0.828 5.153 -0.10
N 1.288 3.555 3.900 -0.04
N 1.317 1.750 5.673 -0.04
N 2.549 0.893 3.002 -0.07
N -0.029 -0.036 -5.569 -0.09
C 0.956 0.240 -3.278 -0.19
C -0.488 1.133 -6.311 -0.14
C -4.345 -1.104 -3.123 -0.10
C 0.345 0.752 7.388 -0.06
C -0.640 0.637 0.069 -0.29
C -2.303 1.244 1.964 -0.66
C 1.251 1.725 7.016 -0.07
C -1.996 0.840 0.505 -0.02
C -0.181 4.076 2.420 -0.13
C 4.786 0.827 2.853 -0.07
C -0.759 0.754 -7.759 -0.09
C 0.469 -4.087 2.970 -0.22
C -1.612 0.304 -2.227 -0.12
C 4.414 1.759 3.801 -0.08
C -0.731 -6.154 3.174 -0.07
C 0.941 -1.007 -7.570 -0.09
C -0.135 0.097 -4.148 -0.15
C 1.666 -6.167 2.952 -0.07
C 1.201 -0.570 -6.136 -0.15
C 1.219 4.897 3.896 -0.07
C -1.406 0.116 -3.599 0.06
C 3.572 0.315 2.383 -0.15
C 0.466 -6.852 3.088 -0.07
C -0.107 0.222 6.175 -0.13
C 0.286 5.281 2.954 -0.05
C -4.056 0.233 -2.503 -0.26
C -0.737 -4.772 3.116 -0.02
C -0.497 0.432 -1.382 -0.04
C -5.162 -0.622 -1.966 -0.08
C 1.675 -4.786 2.893 -0.02
C -3.017 0.729 -0.372 0.05
C 0.782 0.388 -1.931 0.09
C 0.477 -2.661 2.892 -0.09
B 2.191 2.662 4.784 -0.50
H -0.834 -0.554 5.993 0.11
H -1.081 1.615 -8.340 0.14
H -1.661 -4.214 3.188 0.12
H -0.943 3.913 1.674 0.11
H -0.022 6.281 2.702 0.09
H 1.636 0.508 -1.275 0.14
H 1.828 5.492 4.556 0.12
H 1.235 0.911 -8.255 0.18
H -2.256 -0.027 -4.252 0.12
H -6.181 -0.306 -2.134 0.11
H 2.603 -4.238 2.794 0.12
H 1.842 -1.418 -8.023 0.14
H 2.888 3.350 5.469 0.12
H 0.464 -7.933 3.132 0.11
H -4.802 -1.115 -4.103 0.10
H 0.051 0.473 8.385 0.09
H -3.642 -1.908 -2.949 0.11
H 0.395 -0.008 -9.335 0.19
H 1.844 2.392 7.620 0.12
H 0.141 -1.742 -7.613 0.14
H -1.663 -6.691 3.291 0.11
H 5.019 2.399 4.422 0.12
H -4.324 1.120 -3.067 0.15
H 5.784 0.560 2.550 0.09
H 2.023 0.160 -6.135 0.13
H 1.524 -1.433 -5.559 0.15
H -4.996 -1.093 -1.007 0.11
H -1.516 -0.026 -7.809 0.14
H 2.598 -6.714 2.895 0.11
H 3.397 -0.440 1.632 0.10
H -4.029 0.923 -0.045 0.15
H 0.254 1.950 -6.278 0.15
H -1.407 1.508 -5.869 0.13
```

## Properties
DFT total energy in eV: -77631.1126
Charge: +1

Entry 4:
A structure of composition C13H26NO4P2Sc in a non-equilibrium geometry, computed with ωB97M-V/def2-TZVPD.

```
47
Properties=species:S:1:pos:R:3:nbo_charge:R:1
Sc 0.281 0.813 0.445 1.71
P -2.167 1.119 -0.224 0.76
P 2.371 -0.600 0.847 0.78
O 1.239 2.254 -0.798 -1.04
O -1.401 -1.414 1.834 -0.63
O -0.029 -0.105 3.125 -0.54
O -0.264 4.219 -0.533 -0.94
N 0.086 -0.665 -1.193 -0.63
C 2.336 -2.339 1.379 -0.92
C -2.386 -0.475 -1.126 -0.74
C -0.577 -0.642 4.355 -0.29
C 2.520 -0.779 -0.995 -0.74
C 1.231 -1.241 -1.640 0.24
C -0.578 -0.524 1.980 0.28
C 4.048 -0.103 1.342 -0.93
C -3.692 1.208 0.762 -0.92
C -1.180 -1.980 -2.730 -0.23
C 1.211 -2.156 -2.676 -0.23
C -0.006 -2.529 -3.241 -0.08
C -1.109 -1.054 -1.700 0.27
C -2.518 2.285 -1.578 -0.93
H -3.102 -0.306 -1.949 0.27
H 2.169 -2.560 -3.019 0.25
H -2.400 3.314 -1.221 0.26
H -1.225 -1.496 4.159 0.23
H 4.372 0.768 0.756 0.25
H 1.881 2.059 -1.505 0.53
H 0.283 -0.928 4.952 0.21
H -3.654 2.124 1.367 0.26
H -0.276 5.187 -0.693 0.54
H 3.248 -2.851 1.040 0.26
H -0.048 -3.243 -4.059 0.26
H 3.330 -1.499 -1.184 0.28
H -3.542 2.130 -1.949 0.26
H -1.814 2.128 -2.405 0.25
H 0.799 3.197 -0.904 0.55
H 2.821 0.226 -1.397 0.23
H 2.285 -2.366 2.478 0.27
H 4.007 0.180 2.403 0.27
H -4.591 1.235 0.128 0.26
H -1.121 0.172 4.830 0.20
H 4.765 -0.926 1.213 0.27
H -3.751 0.346 1.439 0.28
H -0.298 4.107 0.447 0.50
H 1.455 -2.859 0.978 0.27
H -2.838 -1.198 -0.423 0.30
H -2.170 -2.232 -3.118 0.25
```

## Properties
DFT total energy in eV: -62848.7738
ΔE to the lowest compared entry with this formula, charge and spin in kJ/mol: 0.00
Charge: +2

Entry 5:
An isolated molecule of C4H7NO2 in a non-equilibrium geometry, computed with ωB97M-V/def2-TZVPD.

```
14
Properties=species:S:1:pos:R:3:nbo_charge:R:1
O -0.073 -1.852 -1.587 -0.64
O 0.974 -0.185 -2.704 -0.68
N 0.929 -0.171 -0.460 -0.52
C 0.584 0.074 1.874 -0.68
C 0.088 0.094 0.467 0.45
C -1.251 0.719 0.235 -0.70
C 0.579 -0.819 -1.582 0.86
H 0.596 1.091 2.266 0.23
H 0.805 -0.762 -3.463 0.50
H -0.078 -0.525 2.497 0.23
H 1.592 -0.329 1.924 0.24
H -1.123 1.800 0.153 0.25
H -1.925 0.516 1.064 0.23
H -1.697 0.349 -0.684 0.24
```

## Properties
DFT total energy in eV: -9846.4886
ΔE to the lowest compared entry with this formula, charge and spin in kJ/mol: 76.33
SMILES: CC(C)=NC(=O)O